ORCA calculation (ωB97M-V with the def2-TZVPD basis set) on an isolated molecule of C8H14O2 in a non-equilibrium geometry.

Summary:
E_tot   -463.58989 Ha
ΔE to the lowest compared entry with this formula, charge and spin   304.5 kJ/mol
Charge   0
SMILES   CC[C@]1(O)C=C[C@@]1(O)CC
Maximum force   3.909 eV/A

Last column: Löwdin charge in e.
Element x y z (Å)
1 C 2.058 -0.696 0.873  -0.08
2 C 0.673 -0.784 1.558  -0.16
3 C -0.521 -0.056 0.984  -0.43
4 O -0.547 1.353 1.237  -0.01
5 C -1.901 -0.591 1.383  0.04
6 C -2.160 -0.984 0.140  0.01
7 C -0.912 -0.458 -0.502  -0.49
8 O -0.059 -1.455 -0.989  0.02
9 C -1.078 0.726 -1.341  -0.21
10 C 0.203 1.339 -1.832  -0.08
11 H 2.721 -1.637 1.150  0.12
12 H 2.632 0.084 1.323  0.05
13 H 1.938 -0.487 -0.121  0.02
14 H 0.757 -0.504 2.650  0.14
15 H 0.355 -1.761 1.325  0.09
16 H -0.157 1.634 2.073  0.10
17 H -2.255 -0.651 2.378  0.10
18 H -2.956 -1.706 -0.231  0.13
19 H -0.398 -1.530 -1.910  0.13
20 H -1.735 0.531 -2.210  0.13
21 H -1.603 1.520 -0.866  0.11
22 H 0.819 1.585 -0.813  0.14
23 H 0.179 2.266 -2.344  0.05
24 H 0.661 0.789 -2.637  0.07